C3H10N4O as an isolated structure in a non-equilibrium geometry, computed with ωB97M-V with the def2-TZVPD basis set.

Last column: Löwdin charge in e.
Cartesian coordinates (Å):
N (-0.285, -0.892, -0.561)  -0.111
N (-0.663, -1.505, 0.656)  -0.032
C (-0.827, 0.855, -0.470)  -0.328
C (-1.776, 1.245, 0.457)  -0.097
H (-0.765, -1.246, -1.387)  0.111
H (-1.040, -2.431, 0.485)  0.078
H (-1.411, -0.936, 1.093)  0.052
H (-1.037, 1.036, -1.521)  0.121
H (-1.554, 1.283, 1.517)  0.019
H (-2.789, 1.446, 0.143)  0.017
C (1.529, -0.144, -0.596)  -0.577
N (0.613, 1.206, -0.174)  0.139
N (2.101, -0.707, 0.531)  0.120
O (2.030, -0.092, -1.697)  0.026
H (2.804, -1.389, 0.280)  0.103
H (0.723, 1.387, 0.823)  0.139
H (0.947, 1.985, -0.739)  0.152
H (1.401, -1.101, 1.162)  0.067

Force components x, y, z for each atom (eV/Å):
N 0.124 0.578 0.213
N 0.050 -0.053 -0.367
C 0.425 0.293 0.272
C 0.237 -0.274 -0.135
H 0.172 -0.298 0.183
H 0.086 0.069 0.061
H -0.054 0.122 -0.273
H 0.022 -0.143 0.064
H 0.072 0.106 0.006
H 0.015 -0.090 0.000
C -0.853 -0.090 -0.643
N 0.398 -1.123 -0.083
N -0.285 0.288 0.402
O -0.380 0.216 0.449
H -0.064 0.105 -0.107
H -0.019 0.265 -0.149
H -0.001 0.017 0.239
H 0.056 0.012 -0.131

Highest occupied orbital energy: -7.087 eV
M: 118.140 g/mol
Maximum force: 1.2 eV/Å
ΔE to the lowest compared entry with this formula, charge and spin: 113.4 kcal per mole
LUMO energy: 0.03083 hartree
Energy: -11277.282 eV